(1)
Below is C47H46AsCaF3NOPSSb as an isolated structure in a non-equilibrium geometry, with properties calculated with ωB97M-V/def2-TZVPD.

CARTESIAN COORDINATES (ANGSTROEM)
1 Ca -0.0752 0.7727 0.5079
2 F 6.2785 4.9277 -3.1603
3 C 5.6389 3.8615 -2.6702
4 C 4.7802 4.0232 -1.5882
5 C 4.1111 2.9021 -1.1038
6 C 4.2893 1.6667 -1.6827
7 C 5.1771 1.5402 -2.7386
8 C 5.8676 2.6151 -3.2342
9 Sb 3.3267 -0.0373 -0.7687
10 C 5.1554 -0.9141 -0.0568
11 C 6.0152 -1.6499 -0.8573
12 C 7.2823 -1.9672 -0.3925
13 C 7.6885 -1.5468 0.8547
14 F 8.8677 -1.9393 1.3324
15 C 6.8640 -0.7957 1.6593
16 C 5.6028 -0.4796 1.1920
17 C 3.0722 -1.1042 -2.5841
18 C 2.7123 -0.3833 -3.7411
19 C 2.4764 -1.0459 -4.9306
20 C 2.5905 -2.4183 -4.9505
21 F 2.4056 -3.0429 -6.1273
22 C 2.9224 -3.1628 -3.8268
23 C 3.1549 -2.4804 -2.6509
24 H 4.6294 5.0167 -1.1613
25 H 3.4633 2.9944 -0.2416
26 H 5.3508 0.5878 -3.1905
27 H 6.5820 2.5259 -4.0576
28 H 5.7247 -2.0320 -1.8390
29 H 7.9672 -2.5280 -1.0148
30 H 7.2327 -0.4560 2.6139
31 H 4.9544 0.1385 1.8409
32 H 2.6003 0.6828 -3.7325
33 H 2.1599 -0.5148 -5.8298
34 H 3.0383 -4.2332 -3.8451
35 H 3.4170 -3.0400 -1.7633
36 C 2.2634 -0.2484 5.0232
37 As 1.8410 0.1359 3.1399
38 C 0.1836 1.1951 3.4445
39 C 1.0121 -1.6131 2.7716
40 H 1.3798 -0.5334 5.6178
41 H 2.7347 0.6250 5.4360
42 H 2.9949 -1.0741 5.0547
43 H -0.7393 0.6842 3.0908
44 H 0.3150 2.1970 3.0201
45 H 0.0411 1.3888 4.5144
46 H 0.1231 -1.7724 3.4025
47 H 1.7876 -2.3568 2.9640
48 H 0.7118 -1.7430 1.7222
49 N -1.8254 -0.2247 -0.1072
50 P -2.8916 -1.2723 0.2947
51 C -4.6102 -1.0121 -0.3020
52 C -4.9341 -0.5462 -1.5893
53 C -6.2411 -0.2817 -1.9365
54 C -7.2467 -0.4770 -1.0018
55 C -6.9644 -0.9866 0.2394
56 C -5.6587 -1.2683 0.5767
57 C -3.1277 -1.1117 2.1089
58 C -3.5806 0.1567 2.4779
59 C -3.5227 0.6023 3.7943
60 C -3.0528 -0.2672 4.7615
61 C -2.7735 -1.6010 4.4356
62 C -2.7954 -2.0264 3.1258
63 C -2.5100 -3.0281 0.0042
64 C -3.3717 -4.0748 0.3135
65 C -2.9898 -5.4074 0.1279
66 C -1.7124 -5.7055 -0.3703
67 C -0.8838 -4.6680 -0.7394
68 C -1.2849 -3.3448 -0.5766
69 H -4.1200 -0.2983 -2.2794
70 H -6.4528 0.1022 -2.9151
71 H -8.2633 -0.2103 -1.2646
72 H -7.7785 -1.1378 0.9608
73 H -5.4486 -1.5964 1.5762
74 H -3.9026 0.8512 1.7011
75 H -3.8466 1.6327 4.0109
76 H -2.9368 0.0334 5.7833
77 H -2.4573 -2.3063 5.2190
78 H -2.5431 -3.0727 2.9017
79 H -4.3687 -3.8543 0.7053
80 H -3.7136 -6.1481 0.4334
81 H -1.4052 -6.7259 -0.5105
82 H 0.0702 -4.8753 -1.2156
83 H -0.6555 -2.5244 -0.9452
84 C -5.5953 2.7844 0.0953
85 C -4.2908 3.2531 -0.4529
86 C -3.9391 2.9562 -1.7601
87 C -2.5990 3.0868 -2.1641
88 C -1.6422 3.5474 -1.3070
89 C -2.0227 3.9516 0.0056
90 C -3.3435 3.8060 0.4127
91 S 0.0930 3.3304 -1.7519
92 C 0.9105 4.8781 -1.2909
93 O 0.6494 2.3686 -0.7148
94 H -6.4147 3.3866 -0.2984
95 H -5.5906 2.9316 1.1875
96 H -5.7750 1.7424 -0.1330
97 H -4.6666 2.6052 -2.4674
98 H -2.2929 2.7605 -3.1670
99 H -1.2871 4.3166 0.7108
100 H -3.5860 4.0787 1.4407
101 H 1.0688 4.9029 -0.2179
102 H 0.2811 5.7093 -1.5743
103 H 1.8692 4.9097 -1.8144

Values from the calculation:
E_HOMO = -10.2 eV
E_LUMO = -2.217 eV
ΔE to the lowest compared entry with this formula, charge and spin = 0.00 kJ/mol
Net charge = +1
Energy = -167109.041 eV



(2)
Below is C47H46Cl3FN2O8STi as an isolated structure in a non-equilibrium geometry, with properties calculated with ωB97M-V/def2-TZVPD.

CARTESIAN COORDINATES (ANGSTROEM)
1 Ti 0.0349 0.2432 -0.2308
2 C 3.7610 6.6035 -1.4914
3 C 2.2536 6.7433 -1.7322
4 C 1.6931 8.0524 -1.1840
5 C 1.6935 8.0430 0.3396
6 C 0.9933 6.8150 0.8554
7 C 0.3880 6.8422 2.1281
8 C -0.2010 5.6930 2.6026
9 F -0.7802 5.7305 3.8355
10 C -0.2151 4.5128 1.8978
11 C 0.3949 4.4589 0.6254
12 C 0.4846 3.2176 -0.0788
13 O 0.0551 2.1189 0.4758
14 C 1.1265 3.2505 -1.3658
15 C 1.6068 4.4170 -1.8563
16 N 1.5424 5.6067 -1.1717
17 C 0.9788 5.6474 0.1054
18 C 1.3151 2.0216 -2.2132
19 O 1.9847 2.0844 -3.2349
20 O 0.7355 0.9471 -1.7906
21 H 4.3024 7.4319 -1.9542
22 H 4.1136 5.6667 -1.9242
23 H 3.9828 6.5811 -0.4237
24 H 2.0855 6.7226 -2.8137
25 H 0.6675 8.1719 -1.5422
26 H 2.2868 8.8839 -1.5714
27 H 1.1998 8.9393 0.7226
28 H 2.7252 8.0643 0.7108
29 H 0.3900 7.7492 2.7188
30 H -0.6755 3.6224 2.2982
31 H 2.0713 4.4390 -2.8322
32 C 3.6022 4.2230 1.6913
33 C 4.8515 3.3475 1.8085
34 C 5.2224 3.2392 3.2972
35 C 5.9786 4.0388 1.0273
36 C 4.6305 1.9330 1.2734
37 C 5.7058 1.0346 1.2537
38 C 5.5319 -0.2784 0.8338
39 C 4.2716 -0.6943 0.4502
40 S 3.7813 -2.2846 -0.0906
41 C 2.1234 -1.6811 -0.2660
42 N 1.9836 -0.3839 0.0982
43 C 3.1694 0.1811 0.4690
44 C 3.3799 1.5065 0.8638
45 C 1.0574 -2.4296 -0.8061
46 C 1.1816 -3.7839 -1.1854
47 C 0.1034 -4.4323 -1.7483
48 C -1.1065 -3.7575 -1.9159
49 C -1.2221 -2.4264 -1.5152
50 C -0.1668 -1.7068 -0.9692
51 H 3.8249 5.2289 2.0577
52 H 2.7747 3.8292 2.2838
53 H 3.2731 4.3009 0.6536
54 H 5.3049 4.2313 3.7510
55 H 6.1691 2.7140 3.4325
56 H 4.4438 2.6814 3.8212
57 H 6.1231 5.0600 1.3919
58 H 5.7181 4.0834 -0.0320
59 H 6.9257 3.5063 1.1221
60 H 6.6938 1.3481 1.5686
61 H 6.3663 -0.9693 0.8094
62 H 2.5264 2.1668 0.8669
63 H 2.1274 -4.2970 -1.0408
64 H 0.1986 -5.4651 -2.0680
65 H -1.9557 -4.2673 -2.3584
66 H -2.1862 -1.9405 -1.6414
67 C -6.9497 -0.5947 -0.3027
68 C -5.6020 -0.6447 0.3696
69 C -4.9081 -1.8369 0.5075
70 C -3.6490 -1.8760 1.0988
71 C -2.9279 -3.1846 1.2932
72 C -3.0707 -0.6890 1.5343
73 C -3.7690 0.5191 1.4427
74 C -3.1490 1.7942 1.9321
75 C -5.0269 0.5222 0.8591
76 C -1.6778 -0.7172 2.1314
77 O -1.5401 -1.0643 3.2966
78 O -0.6867 -0.4098 1.3482
79 H -7.2592 -1.5870 -0.6331
80 H -6.9101 0.0618 -1.1744
81 H -7.7063 -0.2036 0.3817
82 H -5.3506 -2.7570 0.1367
83 H -3.3282 -3.9562 0.6351
84 H -3.0349 -3.5164 2.3294
85 H -1.8645 -3.0718 1.0872
86 H -2.3188 2.0545 1.2760
87 H -2.7578 1.6732 2.9456
88 H -3.8671 2.6132 1.9167
89 H -5.5536 1.4642 0.7508
90 Cl -4.3627 0.7607 -3.4078
91 C -2.6585 1.2443 -3.2307
92 Cl -2.3952 2.7134 -4.1848
93 Cl -1.6452 -0.0412 -3.8632
94 C -2.4538 1.5950 -1.6566
95 O -3.0284 2.6116 -1.3245
96 O -1.8241 0.7630 -0.9422
97 C 1.2143 1.0137 5.1417
98 C 1.2240 -0.4978 4.8942
99 C 1.6827 -0.5957 3.4321
100 O 1.4939 0.6930 2.8508
101 C 0.7936 1.5142 3.7645
102 H 2.2173 1.3752 5.3862
103 H 0.5230 1.3210 5.9274
104 H 0.2083 -0.8870 4.9669
105 H 1.8798 -1.0486 5.5700
106 H 1.0980 -1.3348 2.8811
107 H 2.7475 -0.8425 3.3432
108 H -0.2893 1.3907 3.6355
109 H 1.0697 2.5501 3.5618

Values from the calculation:
Spin multiplicity = 3
⟨S²⟩ = 2.053
E_HOMO (alpha / beta) = 0.0 / -2.9 eV
E_LUMO (alpha / beta) = 4.024 / 3.996 eV
ΔE to the lowest compared entry with this formula, charge and spin = 0.00 kJ/mol
Net charge = -2
Energy = -143089.223 eV